No. 1
The following is a quantum chemistry calculation of a 9-piece molecular cluster, C15H46BF4O11 overall in a non-equilibrium geometry, from OMol25.

The geometry in XYZ format:
```
77
Properties=species:S:1:pos:R:3
B 0.22 -0.41 -0.24
F 0.47 -0.29 1.15
F -0.89 -1.24 -0.41
F -0.05 0.90 -0.69
F 1.33 -0.90 -0.93
O 0.90 -1.77 3.76
H 0.76 -2.67 3.44
H 0.87 -1.22 2.97
O 3.13 -1.74 -2.81
H 2.59 -1.47 -2.04
H 2.53 -2.28 -3.33
C 2.89 -4.69 1.44
C 2.53 -3.62 0.44
O 1.17 -3.30 0.54
O 4.18 -5.21 1.16
H 2.13 -5.48 1.40
H 2.93 -4.28 2.46
H 2.88 -4.03 -0.52
H 3.11 -2.70 0.53
H 1.06 -2.38 0.28
H 4.34 -5.98 1.71
C -3.30 4.82 -1.69
C -2.62 3.46 -1.63
O -1.21 3.57 -1.78
O -3.32 5.28 -3.04
H -2.73 5.52 -1.06
H -4.31 4.72 -1.30
H -2.99 2.85 -2.46
H -2.84 3.07 -0.63
H -0.78 2.70 -1.71
H -2.48 5.74 -3.15
C -2.80 -1.36 -5.03
C -2.67 -0.86 -3.62
O -1.32 -0.68 -3.23
O -2.45 -2.73 -5.24
H -2.06 -0.78 -5.60
H -3.81 -1.13 -5.39
H -3.12 -1.56 -2.91
H -3.21 0.09 -3.56
H -1.31 -0.72 -2.27
H -2.45 -2.90 -6.19
C 4.16 -0.14 2.20
C 4.72 -0.08 0.78
C 4.40 1.28 0.18
O 6.14 -0.23 0.97
H 4.75 0.51 2.84
H 4.15 -1.16 2.59
H 3.14 0.27 2.23
H 4.30 -0.87 0.16
H 3.34 1.43 0.02
H 4.91 1.45 -0.77
H 4.75 2.05 0.88
H 6.31 -1.13 1.27
C -3.94 -2.02 0.36
C -3.65 -0.92 1.39
C -2.92 -1.43 2.58
O -2.96 0.16 0.81
H -4.80 -1.73 -0.24
H -4.17 -3.01 0.78
H -3.15 -2.21 -0.36
H -4.64 -0.61 1.72
H -2.65 -0.66 3.32
H -1.93 -1.83 2.34
H -3.46 -2.24 3.08
H -2.08 -0.07 0.48
C -1.12 2.46 2.28
C -0.31 3.73 2.08
C 1.12 3.47 1.55
O -1.00 4.49 1.07
H -2.07 2.67 2.77
H -0.60 1.66 2.81
H -1.30 1.96 1.32
H -0.20 4.36 2.96
H 1.18 2.52 1.02
H 1.83 3.43 2.39
H 1.54 4.27 0.93
H -1.15 3.82 0.39
```

Output
strongest force on any atom	1.8	eV/Å
HOMO energy	-7.29	eV
M	489.326	g mol⁻¹
net charge	-1


No. 2
The following is a quantum chemistry calculation of a 2-piece molecular cluster, C3H13N3Si overall in a non-equilibrium geometry, from OMol25.

The geometry in XYZ format:
```
20
Properties=species:S:1:pos:R:3
C -1.73 0.73 0.90
C -1.44 -1.44 -0.49
C -1.15 0.14 -0.44
N 1.28 1.95 0.39
N 2.24 -1.09 1.33
N 1.55 0.30 -1.99
Si 0.75 0.61 -0.46
H -2.86 0.61 0.79
H -1.36 0.10 1.67
H -1.40 1.75 1.04
H -1.26 -1.91 -1.61
H -2.54 -1.62 -0.38
H -0.75 -1.81 0.21
H -1.62 0.45 -1.35
H 0.53 2.42 0.86
H 1.99 1.54 1.11
H 1.41 -1.03 1.84
H 2.44 -2.05 1.05
H 2.21 1.09 -2.22
H 1.70 -0.70 -2.25
```

Output
strongest force on any atom	3.9	eV/Å
HOMO energy	-7.35	eV
M	119.244	g mol⁻¹
ΔE to the lowest compared entry with this formula, charge and spin	332.64	kJ/mol


No. 3
The following is a quantum chemistry calculation of a 11-piece molecular cluster, C32H91N5O11 overall in a non-equilibrium geometry, from OMol25.

The geometry in XYZ format:
```
139
Properties=species:S:1:pos:R:3
C -1.50 -5.91 -3.57
O -1.41 -4.52 -3.81
C -0.62 -3.86 -2.85
C -0.39 -2.39 -3.27
C -1.72 -1.69 -3.43
N 0.38 -2.36 -4.51
H -1.60 -6.08 -2.50
H -0.62 -6.44 -3.95
H -2.35 -6.33 -4.10
H -1.22 -3.89 -1.92
H 0.33 -4.39 -2.67
H 0.20 -1.94 -2.48
H -1.54 -0.68 -3.80
H -2.28 -1.65 -2.49
H -2.42 -2.15 -4.13
H 1.10 -3.08 -4.41
H -0.19 -2.79 -5.24
C 1.54 -2.75 7.26
O 0.98 -1.75 6.49
C 1.33 -1.80 5.13
C 0.65 -0.67 4.38
C 0.93 0.73 4.89
N -0.81 -0.84 4.24
H 1.24 -3.75 6.93
H 1.34 -2.64 8.33
H 2.65 -2.76 7.23
H 2.41 -1.64 5.01
H 1.01 -2.78 4.73
H 0.97 -0.66 3.33
H 0.73 1.46 4.10
H 1.97 0.86 5.21
H 0.30 1.06 5.72
H -1.32 -0.71 5.10
H -1.05 -1.74 3.82
C 0.13 1.38 -1.97
O -0.52 1.75 -0.76
C -0.31 0.90 0.33
C -0.85 -0.53 0.15
C -2.38 -0.51 0.26
N -0.28 -1.41 1.18
H 1.19 1.61 -1.85
H -0.33 1.96 -2.76
H -0.02 0.35 -2.29
H 0.75 0.84 0.61
H -0.77 1.27 1.26
H -0.54 -0.95 -0.82
H -2.69 -0.23 1.26
H -2.82 -1.48 -0.01
H -2.71 0.24 -0.46
H -0.44 -1.03 2.13
H -0.95 -2.17 1.31
C 2.81 3.44 0.06
O 2.11 4.27 0.98
C 2.43 3.94 2.31
C 1.53 4.74 3.26
C 1.87 4.67 4.75
N 0.18 4.19 3.07
H 2.55 2.39 0.21
H 3.88 3.69 0.10
H 2.51 3.69 -0.96
H 2.12 2.89 2.47
H 3.50 3.91 2.58
H 1.51 5.77 2.88
H 2.81 5.20 4.93
H 1.98 3.63 5.06
H 1.11 5.14 5.37
H -0.57 4.87 3.20
H 0.19 3.95 2.08
C 4.13 1.18 -2.05
O 3.85 0.28 -1.00
C 3.08 -0.82 -1.48
C 3.20 -1.93 -0.47
C 2.49 -3.23 -0.88
N 2.69 -1.63 0.85
H 4.82 0.70 -2.77
H 4.72 2.02 -1.69
H 3.22 1.47 -2.59
H 2.06 -0.45 -1.62
H 3.39 -1.13 -2.49
H 4.26 -2.19 -0.37
H 2.72 -3.55 -1.91
H 1.42 -3.06 -0.78
H 2.83 -4.06 -0.27
H 2.92 -0.70 1.17
H 1.66 -1.73 0.88
C -0.70 5.26 -1.41
C -0.99 5.25 0.09
O -1.67 4.07 0.48
H -0.32 4.27 -1.66
H 0.18 5.86 -1.62
H -1.61 5.54 -1.94
H -1.57 6.11 0.45
H -0.05 5.29 0.66
H -1.32 3.33 -0.03
C -4.31 2.38 0.94
C -4.84 3.80 1.19
O -4.41 4.65 0.16
H -3.23 2.29 1.03
H -4.54 2.10 -0.10
H -4.83 1.57 1.48
H -4.33 4.01 2.15
H -5.91 3.84 1.36
H -3.45 4.70 0.19
C -3.69 -2.99 3.27
C -2.62 -3.94 3.77
O -1.34 -3.50 3.32
H -4.72 -3.25 3.49
H -3.59 -2.83 2.20
H -3.49 -2.01 3.72
H -2.78 -4.88 3.24
H -2.64 -4.16 4.84
H -0.78 -4.27 3.10
C -0.69 -5.95 1.01
C 0.62 -6.19 1.74
O 0.73 -5.27 2.83
H -1.50 -6.18 1.71
H -0.76 -6.57 0.12
H -0.78 -4.91 0.71
H 1.46 -6.01 1.06
H 0.61 -7.21 2.13
H 1.65 -5.18 3.08
C 2.36 1.79 -6.29
C 2.21 0.38 -5.71
O 1.05 0.36 -4.90
H 1.63 2.06 -7.04
H 3.36 1.80 -6.74
H 2.49 2.62 -5.59
H 3.07 0.18 -5.06
H 2.21 -0.33 -6.54
H 0.89 -0.56 -4.58
C -1.38 2.63 -5.75
C -2.26 3.82 -5.33
O -3.51 3.77 -6.01
H -1.12 2.63 -6.81
H -2.01 1.74 -5.69
H -0.52 2.59 -5.08
H -1.77 4.76 -5.59
H -2.56 3.72 -4.29
H -3.41 4.05 -6.92
```

Output
strongest force on any atom	2.5	eV/Å
HOMO energy	-8.58	eV
SMILES	COC[C@H](C)N.COC[C@H](C)N.COC[C@H](C)N.COC[C@H](C)N.COC[C@H](C)N.CCO.CCO.CCO.CCO.CCO.CCO
M	722.104	g mol⁻¹
ΔE to the lowest compared entry with this formula, charge and spin	67.30	kJ/mol


No. 4
The following is a quantum chemistry calculation of C35H33ClN4S2Si2Sr as an isolated structure in a non-equilibrium geometry, from OMol25.

The geometry in XYZ format:
```
78
Properties=species:S:1:pos:R:3
C 1.53 4.39 -0.36
C 2.29 3.22 -0.65
C 1.51 2.41 -1.52
H 3.32 3.03 -0.34
C 0.28 3.07 -1.75
C 0.30 4.29 -1.05
H -0.45 5.08 -1.10
H 1.88 5.25 0.22
H 1.84 1.51 -2.01
H -0.49 2.75 -2.44
Sr 0.19 2.20 1.10
Si -1.80 -0.92 1.41
C 0.18 -1.02 1.65
C 0.48 -1.51 2.92
H -0.33 -1.80 3.59
C 1.80 -1.62 3.32
H 2.00 -2.11 4.27
C 2.84 -1.10 2.55
H 3.87 -1.18 2.90
C 2.53 -0.46 1.35
H 3.34 -0.01 0.76
C 1.20 -0.39 0.90
H 1.02 0.11 -0.08
C -0.31 -1.30 -1.65
C 0.95 -1.26 -2.27
H 1.85 -1.60 -1.75
C 0.94 -0.95 -3.64
H 1.81 -1.17 -4.25
C -0.19 -0.39 -4.23
H -0.23 -0.16 -5.29
C -1.31 -0.10 -3.46
H -2.18 0.44 -3.84
C -1.39 -0.56 -2.15
H -2.32 -0.49 -1.57
H -1.65 0.12 0.32
Si -0.74 -2.68 -0.44
C -1.54 -3.89 -1.68
C -0.79 -4.92 -2.28
H 0.08 -5.34 -1.78
C -1.06 -5.30 -3.60
H -0.43 -6.04 -4.09
C -2.07 -4.67 -4.34
H -2.17 -4.81 -5.42
C -2.92 -3.75 -3.70
H -3.71 -3.22 -4.26
C -2.69 -3.40 -2.37
H -3.30 -2.62 -1.89
C 0.51 -3.84 0.36
C 1.87 -4.00 0.05
H 2.32 -3.47 -0.79
C 2.66 -4.79 0.88
H 3.71 -4.90 0.63
C 2.14 -5.39 2.02
H 2.77 -5.98 2.68
C 0.79 -5.20 2.36
H 0.35 -5.64 3.25
C -0.02 -4.43 1.52
H -1.07 -4.23 1.82
H -3.24 -1.19 1.66
Cl -1.88 0.68 2.92
N 2.81 4.13 3.19
C 1.59 4.73 3.22
N 0.49 4.27 2.65
C -0.58 5.17 2.78
C -0.28 6.25 3.59
S 1.33 6.23 4.12
C -1.75 4.97 1.96
C -2.78 5.87 1.78
S -3.82 5.43 0.48
C -2.87 3.96 0.27
N -1.84 3.84 1.12
N -3.16 3.11 -0.75
H 3.59 4.55 3.67
H 2.94 3.32 2.59
H -0.97 7.05 3.80
H -2.88 6.81 2.30
H -3.98 3.31 -1.32
H -2.71 2.19 -0.81
```

Output
strongest force on any atom	4.2	eV/Å
HOMO energy	-6.32	eV
M	753.056	g mol⁻¹


No. 5
The following is a quantum chemistry calculation of a 2-piece molecular cluster, C5H15NS overall, from OMol25.

The geometry in XYZ format:
```
22
Properties=species:S:1:pos:R:3
C 2.12 1.10 -1.89
C 1.44 -0.06 -1.20
C 2.02 -0.31 0.19
S 1.22 -1.76 0.93
H 1.71 1.28 -2.89
H 3.19 0.92 -2.00
H 2.01 2.02 -1.31
H 0.37 0.12 -1.11
H 1.56 -0.98 -1.78
H 1.83 0.55 0.84
H 3.09 -0.47 0.13
H 1.92 -1.78 2.06
C -2.47 -1.09 1.40
N -1.81 0.20 1.32
C -2.25 0.96 0.18
H -3.54 -0.93 1.57
H -2.37 -1.68 0.48
H -2.07 -1.66 2.23
H -0.81 0.04 1.27
H -2.12 0.45 -0.79
H -1.72 1.91 0.11
H -3.31 1.18 0.27
```

Output
strongest force on any atom	0.3	eV/Å
HOMO energy	-8.58	eV
SMILES	CCCS.CNC
M	121.249	g mol⁻¹
ΔE to the lowest compared entry with this formula, charge and spin	32.45	kJ/mol


No. 6
The following is a quantum chemistry calculation of a 2-piece molecular cluster, C4H4O3 overall in a non-equilibrium geometry, from OMol25.

The geometry in XYZ format:
```
11
Properties=species:S:1:pos:R:3
C -1.82 0.20 -0.39
C -0.66 -0.75 -0.25
O -0.66 -1.90 -0.64
C 0.62 -0.19 0.22
O 0.86 -0.31 1.48
C 2.86 0.65 0.13
O 3.32 0.94 -0.87
H -2.17 0.52 0.60
H -2.62 -0.30 -0.93
H -1.51 1.10 -0.94
H 1.79 0.05 1.58
```

Output
strongest force on any atom	1.5	eV/Å
HOMO energy	-9.00	eV
M	100.073	g mol⁻¹
ΔE to the lowest compared entry with this formula, charge and spin	310.12	kJ/mol


No. 7
The following is a quantum chemistry calculation of C55H58Cl2F3N10NiO2 as an isolated structure in a non-equilibrium geometry, from OMol25.

The geometry in XYZ format:
```
131
Properties=species:S:1:pos:R:3
Ni -0.78 -1.93 3.24
C 0.49 0.44 0.77
O 0.41 -0.43 -0.40
O -0.04 -0.35 1.81
C 1.91 0.94 1.07
F 1.83 1.97 1.93
F 2.92 0.08 1.47
F 2.28 1.52 -0.08
C 0.45 0.09 -1.77
C -0.43 -0.79 -2.70
H 0.03 -1.73 -3.01
H -1.35 -1.04 -2.18
H -0.53 -0.23 -3.63
H 1.43 0.29 -2.20
H -0.09 1.03 -1.89
H -0.07 1.36 0.58
N 3.68 3.54 -5.27
C 2.84 2.51 -4.92
C 2.09 1.89 -5.90
C 2.11 2.33 -7.24
C 2.91 3.41 -7.58
C 3.78 3.94 -6.57
H 2.78 2.13 -3.91
H 1.51 1.02 -5.65
H 1.41 1.93 -7.96
H 2.95 3.86 -8.56
H 4.36 4.84 -6.70
N -1.42 -0.38 4.54
C -2.11 0.65 4.12
C -2.92 1.45 4.87
C -3.07 1.12 6.25
C -2.34 0.03 6.74
C -1.51 -0.71 5.93
H -2.04 0.87 3.06
H -3.52 2.27 4.50
H -3.64 1.76 6.90
H -2.46 -0.20 7.79
H -0.91 -1.54 6.26
N -0.03 3.94 5.22
C -0.32 3.47 3.96
C -1.21 4.17 3.15
C -2.06 5.12 3.70
C -1.97 5.36 5.07
C -0.99 4.78 5.79
H 0.32 2.68 3.60
H -1.33 4.05 2.08
H -2.59 5.85 3.11
H -2.70 6.11 5.35
H -0.86 5.05 6.82
N -0.07 -3.56 1.92
C 1.09 -3.42 1.15
C 1.68 -4.34 0.28
C 0.98 -5.54 0.16
C -0.29 -5.79 0.73
C -0.73 -4.75 1.59
H 1.66 -2.56 1.46
H 2.62 -4.22 -0.24
H 1.40 -6.28 -0.50
H -0.74 -6.73 0.43
H -1.60 -4.82 2.23
N -4.45 -3.10 -3.36
C -3.35 -2.88 -4.11
C -2.10 -3.48 -3.90
C -1.88 -4.25 -2.74
C -2.97 -4.48 -1.91
C -4.23 -3.88 -2.28
H -3.50 -2.16 -4.90
H -1.29 -3.27 -4.59
H -0.95 -4.78 -2.55
H -2.93 -5.10 -1.02
H -5.16 -4.10 -1.78
N -2.45 2.53 -1.55
C -3.07 1.87 -0.57
C -3.68 2.38 0.53
C -3.60 3.77 0.68
C -2.90 4.58 -0.21
C -2.33 3.86 -1.27
H -2.94 0.83 -0.80
H -4.13 1.73 1.26
H -4.07 4.03 1.62
H -2.74 5.65 -0.15
H -1.72 4.39 -1.98
N -2.72 -1.94 2.26
C -3.01 -1.82 0.90
C -4.30 -1.85 0.41
C -5.31 -1.78 1.35
C -5.08 -1.93 2.67
C -3.81 -2.01 3.13
H -2.13 -1.87 0.27
H -4.61 -1.77 -0.63
H -6.33 -1.67 0.99
H -5.92 -1.96 3.35
H -3.62 -2.20 4.18
N 4.38 -5.27 -2.53
C 3.10 -5.70 -2.54
C 2.13 -5.01 -3.23
C 2.53 -3.96 -4.04
C 3.86 -3.55 -4.10
C 4.72 -4.27 -3.39
H 2.88 -6.56 -1.93
H 1.08 -5.25 -3.14
H 1.69 -3.43 -4.45
H 4.18 -2.64 -4.58
H 5.78 -4.08 -3.43
N 4.70 4.88 -0.04
C 4.85 3.64 -0.61
C 5.25 3.39 -1.93
C 5.49 4.49 -2.70
C 5.29 5.77 -2.17
C 4.91 5.93 -0.81
H 4.74 2.86 0.13
H 5.38 2.39 -2.32
H 5.66 4.43 -3.77
H 5.41 6.66 -2.77
H 4.87 6.93 -0.39
N 1.08 -1.78 4.28
C 1.94 -0.73 4.35
C 3.08 -0.71 5.18
C 3.42 -1.84 5.96
C 2.54 -2.97 5.88
C 1.52 -2.95 4.92
H 1.73 0.11 3.70
H 3.76 0.13 5.17
H 4.26 -1.84 6.64
H 2.69 -3.90 6.41
H 1.04 -3.87 4.62
C -2.36 1.77 -5.15
Cl -2.13 0.25 -6.08
Cl -2.72 3.18 -6.18
H -3.20 1.60 -4.47
H -1.50 2.06 -4.55
```

Output
strongest force on any atom	4.8	eV/Å
HOMO energy (spin up / spin down)	-10.40 / -10.40	eV
M	1077.730	g mol⁻¹
multiplicity	3
net charge	+1


No. 8
The following is a quantum chemistry calculation of a 4-piece molecular cluster, C2H13NO3S overall in a non-equilibrium geometry, from OMol25.

The geometry in XYZ format:
```
20
Properties=species:S:1:pos:R:3
N -1.39 0.81 -0.16
C -0.30 -0.13 0.03
C -0.12 -0.45 1.54
S 1.52 -1.17 1.81
H -1.99 0.58 -0.94
H -1.07 1.74 -0.31
H -0.49 -1.06 -0.50
H 0.62 0.33 -0.34
H -0.88 -1.17 1.82
H -0.15 0.50 2.06
H 1.19 -2.25 2.55
O 1.08 0.71 -2.93
H 2.02 0.55 -2.79
H 1.09 1.52 -3.50
O -3.58 0.13 1.88
H -3.11 0.29 1.07
H -4.24 0.82 1.95
O 3.16 -0.35 -1.37
H 2.71 -0.44 -0.52
H 3.93 -0.95 -1.35
```

Output
strongest force on any atom	1.7	eV/Å
HOMO energy	-9.20	eV
SMILES	NCCS.O.O.O
M	131.197	g mol⁻¹
ΔE to the lowest compared entry with this formula, charge and spin	16.92	kJ/mol